# 1
Below is 13 unconnected molecules or ions with the total composition C34H34Cl48F9I2N2O4P2S2 at a distorted geometry, with properties calculated with ωB97M-V/def2-TZVPD.

Positions of all 137 atoms, in Å:
Cl -5.521 11.929 0.337
H -1.098 -1.518 -0.196
Cl -0.421 9.123 6.389
O -3.089 -3.006 -3.320
C 0.978 -3.800 1.135
H 4.610 -1.093 -2.693
C 0.367 -0.348 7.856
Cl 4.131 -0.952 2.611
Cl 2.152 5.068 1.078
N 0.804 0.808 -2.306
C 0.752 0.827 0.140
Cl 1.370 0.125 9.224
H 1.303 -4.190 0.171
I 1.268 -5.319 -2.476
H -1.004 -3.964 -5.391
Cl 5.922 3.276 0.720
Cl -3.427 4.541 -1.271
C 2.071 -3.913 2.207
N -0.736 1.088 1.952
C 2.890 -5.175 1.985
Cl -3.044 10.491 0.675
H 6.168 0.360 -1.511
H 2.731 -3.049 2.173
Cl 2.495 2.448 2.260
F 4.608 -7.709 3.967
C -1.397 -0.976 -2.848
H -1.588 1.499 -1.246
Cl -4.466 -6.347 -4.936
C 0.679 -1.337 -1.429
H -3.493 -3.587 -3.991
Cl 6.959 3.523 -1.899
C -4.356 11.329 1.519
Cl -10.893 -6.468 -5.503
C 0.120 -1.364 -2.903
Cl -1.453 3.730 10.160
F 3.605 -5.046 0.843
H -1.651 1.396 2.283
C -0.622 1.223 0.701
C -4.464 4.051 -2.620
H -0.341 -2.237 1.740
Cl 2.119 10.137 -1.118
H 2.586 0.455 -4.726
F 4.376 -4.269 3.555
H -1.632 -5.241 -4.347
F 5.942 -5.644 1.972
Cl 0.311 8.001 -0.420
C 4.494 -0.006 -2.763
Cl 0.188 1.017 6.747
H 2.726 -1.177 -4.123
C 0.493 -2.609 -3.720
F 6.032 -6.004 4.186
C -1.257 8.100 5.219
Cl 3.209 0.581 4.866
O 3.123 0.360 -2.772
C 5.124 0.670 -1.569
Cl 5.993 0.640 4.127
O -3.832 -0.669 -3.858
C 7.363 3.739 -0.194
H -4.022 -0.275 -4.721
Cl -6.136 3.992 -2.088
H -1.829 -1.190 -1.872
Cl -2.646 7.336 5.990
Cl -3.982 3.142 8.904
H 0.286 -2.415 -4.772
Cl 8.717 2.698 0.245
Cl -1.771 9.072 3.838
H 4.000 -2.935 -0.953
Cl -4.577 -2.647 3.979
Cl -2.438 -1.896 5.768
Cl -1.240 -0.803 8.448
C 4.553 -0.372 4.243
Cl -5.913 -6.082 -7.421
H 0.140 -4.426 1.450
F 3.059 -5.845 4.206
P -2.589 -1.673 -4.007
C 3.830 -5.430 3.202
Cl -2.107 -1.594 2.919
C -1.699 1.772 -0.200
P 0.153 0.535 -5.143
C -2.558 4.187 8.862
C -0.734 -4.682 -4.618
C 0.865 -0.104 -3.512
Cl -0.161 6.827 4.659
Cl -10.062 -4.298 -3.798
Cl -2.173 -4.232 4.111
S 0.753 -0.468 -6.682
H -1.535 0.097 -2.972
H -1.239 0.597 -4.999
Cl -7.086 -5.135 -4.963
H 1.384 1.721 0.124
C -0.184 -3.965 -3.366
C 3.101 -2.404 -1.166
H -0.021 -5.404 -5.003
H 5.036 1.748 -1.649
C -5.586 -5.336 -5.863
C 1.609 3.969 2.347
Cl -3.689 12.680 2.436
C 0.739 0.175 -1.186
C -2.827 -2.591 4.200
I 0.998 2.845 -2.464
H 1.230 -1.652 1.289
H 1.568 -2.755 -3.654
Cl -11.135 -3.743 -6.415
S 5.255 -6.668 2.970
Cl 3.097 7.433 -0.908
Cl -0.118 3.652 2.143
Cl 1.373 8.179 -3.099
H -1.682 2.858 -0.145
C 2.393 -0.176 -3.849
Cl -3.957 2.429 -3.148
C -11.245 -4.810 -5.013
Cl -1.736 3.991 7.308
H 1.585 -4.007 3.176
O -2.164 -1.775 -5.410
C -0.180 -2.083 -0.370
Cl 1.118 -1.710 7.017
H -2.663 1.431 0.175
C 1.724 8.444 -1.386
Cl 7.768 5.425 0.120
Cl -3.061 5.868 9.073
F 4.500 -7.366 1.768
F 6.464 -7.647 2.755
H 1.175 0.173 0.893
H 0.572 1.871 -5.194
Cl -4.287 5.190 -3.949
H 4.985 0.314 -3.691
C 2.041 -1.866 -1.301
Cl 1.901 4.702 3.925
H 4.631 0.304 -0.664
H -0.963 -3.859 -2.621
Cl -4.834 -3.747 -6.119
Cl -12.865 -4.722 -4.324
H -0.497 -3.043 -0.779
Cl -5.156 10.204 2.620
C 0.456 -2.362 1.005
Cl 4.868 -1.747 5.294
F 2.069 -6.234 1.857

Results
- HOMO energy: -11.254 eV
- Energy relative to the best compared isomer or geometry (same formula, charge and spin): 0.0 kcal/mol
- LUMO energy: -4.19 eV
- Multiplicity: 1
- Gap between HOMO and LUMO: 0.260 Ha
- Total charge: +1
- Electronic energy: -26788.46651 Eh

***

# 2
Below is a molecular structure, C3H4Br3I3N at a distorted geometry, with properties calculated with ωB97M-V/def2-TZVPD.

Positions of all 14 atoms, in Å:
H -1.635 -0.999 0.564
H 0.162 0.622 -1.391
Br -2.104 2.580 -0.112
N -0.220 0.317 -0.463
C 1.793 -1.211 0.272
Br -0.430 0.991 2.179
I 2.935 -0.018 1.500
I 0.649 -2.727 1.175
H -2.258 0.010 -0.633
C -0.170 1.428 0.314
H -1.194 -1.372 -1.175
I 2.689 -1.606 -1.604
Br 1.166 2.562 -0.133
C -1.383 -0.577 -0.494

Results
- HOMO energy: -12.806 eV
- Energy relative to the best compared isomer or geometry (same formula, charge and spin): 16.9 kcal/mol
- LUMO energy: -6.84 eV
- Multiplicity: 1
- Gap between HOMO and LUMO: 0.219 Ha
- Total charge: +1
- Electronic energy: -8786.19584 Eh

***

# 3
Below is a molecular structure, C36H74FIN3O14P3 at a distorted geometry, with properties calculated with ωB97M-V/def2-TZVPD.

Positions of all 132 atoms, in Å:
H 4.430 -1.749 3.512
H 4.676 -3.843 0.576
H 3.563 -7.152 -4.088
C 3.747 -4.397 0.706
H 3.731 -1.955 1.927
N -2.649 3.156 4.326
H -4.614 -1.233 -2.252
H -2.139 2.873 -3.910
O 5.723 -0.922 -0.704
C 4.537 -8.437 0.042
H -5.400 2.155 -1.643
H -6.045 -0.338 1.616
H 1.637 -4.008 0.488
H -5.801 4.542 3.196
H 4.244 -1.718 -1.928
C -6.651 4.967 1.241
N -3.076 2.504 3.080
H -2.250 4.133 -0.680
H 3.582 -4.487 1.781
O 3.480 -0.230 -0.068
H 8.040 1.483 -1.856
H 5.104 -0.879 -4.026
N 0.271 0.161 3.415
C -1.116 0.249 3.023
O 5.012 -4.651 -1.626
H -6.477 2.121 0.258
C -5.433 0.531 1.362
C -5.510 5.116 2.322
H 6.660 -0.459 -3.316
H -0.169 2.770 1.920
H -6.289 4.424 0.373
H -2.791 1.549 -2.118
C -6.163 1.092 0.073
C -1.991 2.638 0.820
P -3.869 4.863 1.552
C 8.256 0.775 -1.055
H -3.429 6.877 3.661
H -2.230 7.988 2.906
C -2.883 6.448 1.549
C -2.736 3.424 2.027
F 0.582 0.521 5.709
C -5.559 1.597 2.488
H -0.533 4.167 0.904
C -2.580 6.957 2.987
H -1.918 4.014 2.448
H 5.428 -8.662 -3.731
C -1.634 2.662 4.762
C 7.427 1.077 0.176
C 4.090 0.116 2.483
O -1.962 0.069 3.809
H -4.876 2.735 4.125
O -3.652 0.405 -4.449
C 5.647 -7.597 -3.801
H -3.645 3.021 -0.538
P 4.956 -6.022 -1.034
O 6.070 1.421 -0.156
H -4.241 1.166 4.083
H 0.450 3.266 -1.002
H 5.849 -2.397 -2.099
H -0.307 0.457 1.063
H -2.303 -1.100 -3.870
H 4.825 -8.804 1.028
C -4.656 -0.589 -4.390
H -4.383 0.806 -1.159
H -6.268 1.154 3.194
C -2.400 -0.020 -3.993
H -7.138 5.909 1.014
H 2.659 -2.586 0.242
H 9.319 0.829 -0.809
H -6.087 2.485 2.142
H 4.560 -5.732 -3.828
O 4.028 -6.814 -2.140
H 0.337 1.614 -0.523
H -2.226 0.421 -3.010
C -1.306 0.411 1.493
H -1.585 0.350 -4.621
P 4.871 0.323 -0.052
H 4.129 -9.343 -1.884
O -2.279 1.248 1.053
H 4.196 -10.474 -0.547
H -5.598 6.162 2.634
C -0.515 3.078 0.923
H -4.216 -1.522 -4.768
H 4.401 0.639 3.389
H 6.449 -7.382 -3.091
C -4.412 2.027 3.425
H -5.998 -1.711 -3.187
O -3.716 3.760 -3.064
H 3.236 0.664 2.086
C 0.499 2.616 -0.125
I -1.873 -1.669 1.049
H -7.388 4.300 1.700
C -2.339 3.378 -2.964
H -1.916 6.119 1.157
H -6.301 0.963 -3.266
C -5.418 1.122 -1.296
C 3.716 -1.316 2.809
C 5.304 -1.464 -1.960
H -3.814 4.520 -2.482
O -0.542 2.476 4.882
C -6.109 0.292 -2.424
H 7.469 0.252 0.882
H 1.531 2.651 0.225
H -1.771 6.357 3.403
C -5.295 -0.886 -3.032
H -3.320 7.195 0.897
O 3.873 -5.722 0.176
H -1.127 1.998 -1.900
H -7.101 0.542 -0.039
H 3.512 -8.083 0.109
C 5.590 -0.521 -3.117
H 5.240 0.494 -2.908
C 4.651 -9.570 -0.957
H 5.695 -9.776 -1.199
H 8.066 -0.228 -1.430
H 2.524 -3.837 -1.006
H 7.837 1.957 0.673
C 0.369 -0.336 4.732
H 0.618 -0.624 2.860
C 4.406 -6.766 -3.514
H -7.071 -0.060 -2.052
O 0.329 -1.447 5.009
O 5.450 -7.364 -0.250
C -2.146 2.369 -1.813
O 5.182 0.141 1.562
H -4.447 0.121 1.173
H 6.011 -7.399 -4.810
C 2.584 -3.661 0.068
H -5.444 -0.275 -5.076
H 2.723 -1.373 3.260
H -1.685 4.251 -2.876
C -2.565 3.100 -0.524

Results
- HOMO energy: -7.109 eV
- Energy relative to the best compared isomer or geometry (same formula, charge and spin): 0.0 kcal/mol
- LUMO energy: -0.39 eV
- Multiplicity: 1
- Gap between HOMO and LUMO: 0.247 Ha
- Electronic energy: -4055.16145 Eh

***

# 4
Below is 6 unconnected molecules or ions with the total composition C20H44BrN5O12S2 at a distorted geometry, with properties calculated with ωB97M-V/def2-TZVPD.

Positions of all 84 atoms, in Å:
H 4.221 3.643 -1.023
H -1.620 0.372 1.616
O -4.027 1.078 -1.593
N 5.867 4.913 -1.240
C -0.991 -0.467 1.920
O -0.770 -5.944 1.923
H 2.209 -8.250 2.728
H 0.820 5.714 -1.985
N 0.581 3.801 -1.163
H 0.333 -1.322 -0.363
O 0.606 1.694 2.557
H -0.896 4.943 -0.220
O -2.187 7.271 -2.576
C 0.733 2.477 -1.299
O -3.126 -5.262 2.654
H -5.293 1.274 -0.025
N -3.381 5.841 -1.273
H -4.143 6.536 0.552
H -1.869 -7.996 -0.428
H -3.742 3.851 -1.839
O -2.208 -3.865 0.966
H -5.148 5.336 -0.287
H 0.140 -8.936 2.372
H 2.341 -7.474 0.006
H 0.598 -8.774 0.682
S 2.931 -5.313 1.049
C -3.238 4.740 -2.215
H 0.974 -2.212 1.042
H -5.780 -1.870 0.872
H -2.181 4.526 -2.362
C -3.538 -1.540 -0.723
C -5.153 -1.009 1.110
H -1.400 -1.393 1.520
H -0.258 3.598 0.752
C 5.059 3.799 -1.705
C -4.122 5.627 -0.047
C -4.585 0.655 -0.599
H 4.008 -5.651 -0.721
O 1.662 -4.597 1.229
H -3.648 4.830 0.531
H 2.049 0.887 1.386
H 5.660 2.894 -1.755
O -2.584 -6.243 0.252
C 2.672 -7.109 0.989
H 0.377 1.917 -0.421
C -2.818 7.033 -1.569
C 0.004 4.379 0.039
H -2.985 7.795 -0.791
H 0.730 5.052 0.501
H 0.456 4.421 -3.154
H 4.658 4.025 -2.695
S -2.220 -5.240 1.495
H 3.651 -7.567 1.185
H -2.526 -1.131 -0.743
C 0.401 -8.207 1.601
O 3.877 -5.088 2.157
C 1.681 -7.492 2.135
Br -2.311 -8.353 2.289
H -0.818 -6.518 -0.732
H -3.538 -2.482 -0.186
N 0.360 -0.264 1.430
H -3.863 -1.705 -1.752
N -4.436 -0.590 -0.079
H 7.344 3.945 -0.132
O 4.126 6.366 -1.362
C 7.264 4.692 -0.925
C 1.036 0.832 1.817
C 0.944 -1.244 0.539
C 5.287 6.128 -1.114
C -1.425 -7.086 -0.016
H -5.784 -0.202 1.481
H 1.449 -6.638 2.779
O 1.209 1.918 -2.269
H 7.732 5.616 -0.592
C -0.843 -7.276 1.420
H -4.438 -1.288 1.887
H -3.670 5.027 -3.176
H -0.981 -0.514 3.010
C 1.005 4.675 -2.245
H 7.784 4.330 -1.815
O 3.695 -4.823 -0.342
H 5.981 6.905 -0.754
H 2.070 4.530 -2.430
H 1.955 -0.957 0.258

Results
- HOMO energy: -8.551 eV
- LUMO energy: -0.46 eV
- Multiplicity: 1
- Gap between HOMO and LUMO: 0.297 Ha
- Structure (SMILES): O=S(=O)(O)CCC[C@]1(Br)COS(=O)(=O)O1.CN(C)C=O.CN(C)C=O.CN(C)C=O.CN(C)C=O.CN(C)C=O
- Electronic energy: -5335.42293 Eh

***

# 5
Below is C10H18O in the gas phase, with properties calculated with ωB97M-V/def2-TZVPD.

Positions of all 29 atoms, in Å:
H -2.764 -0.332 1.989
H 3.847 1.794 0.911
C -0.942 1.079 0.225
H -1.869 -0.701 -1.750
C 4.009 0.800 0.503
H 4.652 0.883 -0.374
H -0.849 1.952 -0.428
H -3.247 2.191 -0.184
H 2.207 -1.937 0.101
C 2.815 -1.229 -0.462
C -2.536 -0.675 0.990
C -2.448 -1.964 0.728
H -2.448 0.932 -2.085
C -2.573 0.064 -1.439
C 2.712 0.146 0.133
H -0.888 1.430 1.259
H 4.535 0.200 1.245
H 0.232 -0.165 -1.094
H -2.233 -2.351 -0.253
H 2.450 -1.230 -1.489
C 0.218 0.125 -0.040
H 3.844 -1.577 -0.462
O -3.321 1.431 0.404
H -3.584 -0.318 -1.557
C -2.346 0.464 0.021
H 1.504 1.732 0.747
C 1.540 0.742 0.315
H -2.591 -2.699 1.503
H 0.073 -0.791 0.542

Results
- HOMO energy: -8.806 eV
- Energy relative to the best compared isomer or geometry (same formula, charge and spin): 20.7 kcal/mol
- LUMO energy: 0.90 eV
- Multiplicity: 1
- Gap between HOMO and LUMO: 0.357 Ha
- Structure (SMILES): C=C[C@@](C)(O)CCC=C(C)C
- Electronic energy: -467.02922 Eh

***

# 6
Below is 3 unconnected molecules or ions with the total composition C25H46F3IN4O7P at a distorted geometry, with properties calculated with ωB97M-V/def2-TZVPD.

Positions of all 87 atoms, in Å:
H -1.027 -0.909 1.526
H 3.019 0.176 1.505
H 2.214 -2.067 1.159
H -0.801 -5.811 -7.263
H -1.518 4.029 5.046
C -2.073 -2.293 -4.429
C -1.141 0.193 1.288
O 3.447 0.106 3.476
C 3.318 -0.585 2.235
C 6.601 -1.972 2.627
H 5.649 -1.594 5.452
C -3.690 5.466 2.217
O 2.571 -2.770 3.031
C -0.406 4.031 4.874
C -0.514 2.630 0.118
H -4.031 -2.459 -5.236
C -2.757 -6.593 -5.101
C -4.715 4.380 2.710
H -3.634 -6.522 -5.749
H -3.322 -4.012 -4.898
H 7.476 -2.494 3.018
O -1.379 2.407 -2.945
H -2.567 -5.767 -7.377
H -1.562 0.046 -2.209
H 3.904 0.070 5.437
H 1.290 -1.239 2.426
H 6.837 -0.913 2.467
H 1.940 -3.564 4.797
H 3.248 -1.433 4.859
C -1.162 -0.532 -1.325
C 5.373 -1.140 4.493
C 0.702 4.325 4.433
H -4.020 4.632 0.209
H -0.899 3.269 -3.028
C 2.177 4.091 2.241
N -0.900 4.206 1.578
H -4.175 6.483 2.283
H 6.336 -2.403 1.661
H -2.978 6.177 0.155
I -3.797 4.662 -2.795
C -1.701 -5.350 -6.844
C -1.932 4.239 0.668
H 1.045 2.178 2.845
H 0.939 -3.978 3.392
C -0.661 0.450 -0.200
H -0.744 -3.409 -6.658
F -5.777 4.145 1.837
C 2.269 -1.678 2.181
H -3.076 -6.358 -4.083
H -1.562 -3.693 -8.163
H -2.027 -1.126 -0.902
H -1.927 -1.277 -4.812
C -1.647 -3.846 -7.083
H -0.583 0.794 2.061
C 1.254 2.834 1.946
H 6.047 -0.298 4.308
H 4.290 -0.942 1.898
N -0.001 3.237 1.272
C 1.507 -3.177 3.872
H 3.258 3.751 2.114
C 0.307 -2.217 -4.551
H 2.945 4.331 4.318
H -2.771 5.368 2.883
O -0.848 -3.008 -4.343
H 1.076 -2.852 -4.992
N 0.118 1.485 -0.558
O -2.797 -3.102 -6.687
N -1.704 3.218 -0.344
H 2.016 4.870 1.423
C -3.181 5.219 0.712
C 2.052 4.682 3.719
F -4.069 3.183 3.017
F -5.307 4.861 3.898
C 3.937 -0.632 4.599
O 5.502 -2.149 3.502
H 2.057 5.818 3.633
P -2.615 2.746 -1.810
H -0.290 -1.184 -1.622
H 1.837 2.175 1.219
H 0.123 -1.387 -5.244
O -1.741 -5.674 -5.461
H 0.843 -2.349 4.136
H -2.473 -2.220 -3.409
H -2.359 -7.611 -5.114
H -2.246 0.481 1.359
H 0.674 -1.831 -3.597
C -3.095 -3.025 -5.296

Results
- HOMO energy: -10.663 eV
- Energy relative to the best compared isomer or geometry (same formula, charge and spin): 0.0 kcal/mol
- LUMO energy: -3.81 eV
- Multiplicity: 1
- Gap between HOMO and LUMO: 0.252 Ha
- Total charge: +1
- Electronic energy: -2664.01611 Eh

***

# 7
Below is 2 unconnected molecules or ions with the total composition C3H4O3 at a distorted geometry, with properties calculated with ωB97M-V/def2-TZVPD.

Positions of all 10 atoms, in Å:
C 0.420 1.035 0.073
H 0.339 -2.270 1.033
O 0.132 -1.968 -0.958
H 1.008 2.754 0.684
H -1.319 -1.648 0.421
H 1.199 0.287 0.179
C -0.499 0.896 -0.873
O -1.331 0.771 -1.682
O 0.341 2.108 0.949
C -0.289 -1.966 0.173

Results
- HOMO energy: -9.013 eV
- Energy relative to the best compared isomer or geometry (same formula, charge and spin): 73.6 kcal/mol
- LUMO energy: 0.32 eV
- Multiplicity: 1
- Gap between HOMO and LUMO: 0.343 Ha
- Structure (SMILES): O=C=CO.C=O
- Electronic energy: -342.33870 Eh